Computed, not measured: a molecular structure, C32H41BFeN7O4S in a non-equilibrium geometry, with the ωB97M-V functional and the def2-TZVPD basis.

Values from the calculation:
2S+1	6
molecular weight	686.45	g/mol
frontier orbital gap (alpha / beta)	4.23 / 7.57	eV
DFT total energy	-3615.05180	hartree
E_LUMO (alpha / beta)	0.3 / 0.2	eV
total charge	0
energy relative to the best compared isomer or geometry (same formula, charge and spin)	28.8	kcal per mole

Element x y z (Å)
Fe 0.746 0.612 -0.014
C -2.403 1.272 -0.222
N -1.196 1.722 0.517
C -1.022 3.165 0.223
C -1.428 1.411 1.923
C -2.428 2.086 2.612
C -2.901 1.639 3.832
C -2.423 0.442 4.331
C -1.383 -0.213 3.688
C -0.810 0.302 2.530
N 0.486 -0.159 2.037
C 1.087 -1.467 2.240
C 1.197 -2.046 3.499
C 1.907 -3.221 3.686
C 2.568 -3.808 2.625
C 2.524 -3.204 1.381
C 1.797 -2.039 1.171
N 1.773 -1.418 -0.132
C 1.556 -2.369 -1.233
C 2.990 -0.623 -0.437
H -3.268 1.860 0.104
H -2.249 1.418 -1.288
H -2.595 0.220 -0.038
H -1.974 3.700 0.293
H -0.311 3.615 0.912
H -0.642 3.267 -0.792
H -2.872 2.961 2.154
H -3.670 2.191 4.357
H -2.839 0.020 5.236
H -1.032 -1.144 4.093
H 0.762 -1.565 4.358
H 1.973 -3.654 4.676
H 3.140 -4.715 2.768
H 3.078 -3.637 0.559
H 2.430 -3.016 -1.363
H 0.673 -2.970 -1.036
H 1.399 -1.820 -2.160
H 3.811 -1.260 -0.792
H 2.779 0.092 -1.236
H 3.354 -0.117 0.455
N 5.593 -0.355 -5.997
C 4.645 0.387 -5.302
C 3.320 0.432 -5.745
C 2.354 1.103 -5.020
C 2.704 1.740 -3.833
C 4.022 1.723 -3.393
C 4.989 1.054 -4.125
S 1.474 2.495 -2.817
O 0.503 3.138 -3.652
O 2.199 3.314 -1.863
N 0.843 1.318 -1.933
C -0.005 0.309 -2.416
N -0.169 0.071 -3.688
C -1.020 -0.991 -3.998
C -1.637 -1.743 -3.014
C -1.391 -1.439 -1.689
N -0.537 -0.378 -1.371
H 5.387 -0.552 -6.961
H 6.558 -0.131 -5.823
H 3.052 -0.076 -6.664
H 1.325 1.135 -5.346
H 4.280 2.254 -2.486
H 6.021 1.050 -3.790
H -1.178 -1.183 -5.051
H -2.306 -2.555 -3.273
H -1.831 -1.980 -0.861
C 3.910 2.049 4.153
C 3.478 1.914 2.702
C 4.714 1.857 1.815
O 2.786 0.642 2.594
B 1.541 0.850 2.069
O 1.315 2.155 1.701
C 2.405 2.980 2.236
C 2.877 3.918 1.143
C 1.793 3.770 3.382
H 4.639 1.268 4.370
H 3.069 1.923 4.834
H 4.377 3.019 4.331
H 5.273 0.953 2.060
H 5.356 2.718 2.001
H 4.462 1.838 0.754
H 2.925 3.422 0.175
H 3.854 4.336 1.391
H 2.173 4.744 1.035
H 1.368 3.115 4.145
H 0.990 4.395 2.991
H 2.542 4.415 3.841